20
Properties=species:S:1:pos:R:3:forces:R:3:mulliken_charge:R:1 method="wB97M-V/def2-TZVPD" e_homo_ev=-8.08 e_lumo_ev=0.77 de_lowest_ev=1.4212 smiles="CC/C=C(/C)N.O" homo_lumo_gap_ev=8.847
C 1.74219 0.25175 -0.58698 1.25 -0.18 -2.03 -1.2722
C 0.92454 -0.11674 0.62570 -0.08 0.64 0.14 -0.2225
C 0.12779 -1.37301 0.44842 0.79 -0.79 1.01 -0.3942
C -1.01570 -1.61041 1.07970 -1.01 0.56 0.00 0.5655
C -1.74256 -2.92597 0.97716 -0.43 0.33 0.64 -1.3738
N -1.74001 -0.60525 1.76704 0.29 -0.56 0.00 -0.5662
H 2.71418 -0.25387 -0.60206 -0.08 -0.14 0.22 0.3000
H 1.30833 -0.04987 -1.55222 -0.45 -0.40 0.47 0.3574
H 2.00858 1.27866 -0.87614 -0.34 0.24 1.17 0.3524
H 0.25935 0.69682 0.86667 -0.59 0.39 -0.22 0.2944
H 1.55325 -0.12181 1.52912 0.17 -0.44 -0.23 0.2402
H 0.61021 -2.29953 0.13601 0.19 0.42 -0.57 0.2396
H -1.29056 -3.70868 1.57369 0.54 -0.26 -0.22 0.3011
H -2.73331 -2.85779 1.42721 -0.21 0.25 -0.21 0.4079
H -1.87385 -3.20292 -0.05492 0.10 -0.38 -0.27 0.2973
H -2.40381 -1.02045 2.40359 -0.04 0.23 0.07 0.2663
H -1.14263 0.05309 2.24450 -0.12 0.08 0.03 0.2071
O 0.73725 6.30069 -3.92941 0.24 -0.36 -0.07 -0.6389
H 0.67922 5.89951 -3.05689 -0.10 0.11 0.09 0.3187
H 1.27754 5.66577 -4.42018 -0.14 0.25 -0.02 0.3201